Record 1
{"formula": "C15H20As2NaO7S", "method": "ωB97M-V/def2-TZVPD", "symbols": ["Na", "O", "As", "O", "O", "C", "C", "C", "C", "C", "C", "S", "O", "O", "O", "H", "H", "H", "H", "H", "O", "H", "H", "C", "As", "C", "C", "C", "C", "C", "C", "C", "C", "H", "H", "H", "H", "H", "H", "H", "H", "H", "H", "H", "H", "H"], "xyz": [[0.907, -2.251, 0.378], [2.691, -4.547, 0.757], [3.328, -3.134, -0.183], [1.689, -3.257, -1.269], [2.850, -1.927, 0.783], [1.369, -2.361, -2.188], [2.328, -1.759, -3.012], [1.957, -0.900, -4.028], [0.619, -0.606, -4.236], [-0.335, -1.162, -3.398], [0.025, -2.019, -2.384], [-1.260, -2.572, -1.232], [-1.129, -4.001, -1.056], [-2.520, -2.114, -1.773], [-0.895, -1.865, 0.029], [2.427, -5.203, 0.112], [3.368, -2.006, -2.824], [2.720, -0.466, -4.663], [0.314, 0.062, -5.027], [-1.387, -0.936, -3.498], [0.444, -2.705, 2.773], [1.325, -2.843, 2.409], [-0.162, -2.785, 2.030], [1.525, 2.257, 0.566], [0.580, 0.521, 0.263], [-0.741, 1.260, -0.985], [-0.524, 0.526, 1.929], [-1.250, 1.782, 2.195], [-2.510, 2.001, 1.634], [-3.191, 3.184, 1.850], [-2.636, 4.179, 2.639], [-1.390, 3.973, 3.211], [-0.703, 2.793, 2.988], [2.057, 2.531, -0.348], [0.848, 3.069, 0.835], [2.264, 2.130, 1.356], [-1.201, 2.167, -0.589], [-1.502, 0.503, -1.156], [-0.260, 1.490, -1.938], [0.160, 0.271, 2.744], [-1.212, -0.301, 1.765], [-2.956, 1.218, 1.037], [-4.165, 3.331, 1.404], [-3.173, 5.101, 2.817], [-0.955, 4.741, 3.837], [0.266, 2.636, 3.445]], "homo_lumo_gap_ha": 0.29031, "multiplicity": 1, "de_lowest_ev": 1.291, "charge": -1, "e_homo_ev": -5.56}

=====

Record 2
{"formula": "C15H20BCl3N2O", "method": "ωB97M-V/def2-TZVPD", "symbols": ["Cl", "B", "Cl", "Cl", "O", "C", "C", "C", "C", "C", "C", "C", "H", "H", "H", "H", "H", "H", "C", "C", "C", "C", "N", "C", "N", "C", "C", "C", "H", "H", "H", "H", "H", "H", "H", "H", "H", "H", "H", "H", "H", "H"], "xyz": [[2.920, -2.113, 1.824], [2.242, -0.369, 1.682], [2.673, 0.646, 3.207], [2.798, 0.551, 0.194], [0.761, -0.555, 1.667], [-0.211, 0.235, 1.984], [-1.531, -0.285, 1.677], [-2.625, 0.603, 1.591], [-3.916, 0.114, 1.332], [-4.173, -1.255, 1.181], [-3.067, -2.128, 1.158], [-1.771, -1.664, 1.352], [-0.063, 1.264, 2.440], [-2.427, 1.658, 1.782], [-4.754, 0.805, 1.290], [-5.196, -1.637, 1.045], [-3.236, -3.196, 1.025], [-0.910, -2.345, 1.334], [-1.570, 1.130, 5.334], [-0.636, 2.172, 5.930], [-1.357, 3.026, 6.952], [0.620, 1.613, 6.574], [-0.277, 3.015, 4.809], [-0.360, 2.630, 3.515], [-0.331, 3.824, 2.846], [-0.850, 4.061, 1.518], [-0.023, 4.892, 3.721], [0.015, 4.374, 4.965], [-1.165, 0.711, 4.399], [-1.757, 0.345, 6.072], [-2.529, 1.618, 5.090], [-0.720, 3.840, 7.295], [-2.277, 3.427, 6.521], [-1.603, 2.395, 7.807], [1.194, 2.422, 7.038], [0.297, 0.934, 7.369], [1.247, 1.068, 5.864], [-1.516, 3.224, 1.273], [-1.396, 5.014, 1.544], [-0.042, 4.138, 0.782], [0.049, 5.930, 3.412], [0.130, 4.894, 5.921]], "homo_lumo_gap_ha": 0.27754, "multiplicity": 1, "de_lowest_ev": 0.000, "e_homo_ev": -8.98}

=====

Record 3
{"formula": "C15H20BF4MnO", "method": "ωB97M-V/def2-TZVPD", "symbols": ["Mn", "C", "C", "C", "H", "C", "C", "H", "H", "H", "H", "C", "C", "C", "H", "C", "C", "H", "H", "H", "H", "O", "C", "C", "C", "C", "C", "H", "H", "H", "H", "H", "H", "H", "H", "H", "H", "F", "B", "F", "F", "F"], "xyz": [[0.172, 0.531, 1.171], [2.057, 0.546, 2.259], [2.300, -0.357, 1.186], [1.999, 0.333, -0.078], [2.737, -1.336, 1.283], [1.627, 1.654, 0.224], [1.661, 1.835, 1.684], [1.454, 2.767, 2.288], [2.277, 0.356, 3.316], [2.176, -0.111, -1.041], [1.439, 2.434, -0.507], [-1.943, 0.313, 1.741], [-1.414, 1.547, 2.205], [-1.015, 2.287, 1.024], [-1.391, 1.926, 3.228], [-1.292, 1.476, -0.141], [-1.855, 0.239, 0.348], [-2.294, -0.545, -0.286], [-2.454, -0.445, 2.392], [-0.640, 3.328, 1.017], [-1.244, 1.799, -1.161], [0.596, -2.891, 0.663], [-0.399, -0.479, -3.606], [0.192, -1.621, -3.176], [0.481, 0.689, -3.754], [-1.862, -0.520, -3.602], [0.604, -2.984, -0.495], [1.294, -1.581, -2.986], [-0.508, -2.523, -3.103], [-0.192, -3.469, -1.167], [1.511, -2.876, -1.181], [0.449, 1.281, -4.708], [1.493, 0.343, -3.548], [0.098, 1.390, -2.944], [-2.398, -0.357, -4.548], [-2.100, 0.325, -2.915], [-2.139, -1.455, -3.220], [0.067, -1.231, 3.126], [-0.302, -0.773, 4.468], [0.292, -1.636, 5.385], [0.179, 0.561, 4.616], [-1.713, -0.767, 4.544]], "homo_lumo_gap_ha": [0.20141, 0.24390], "multiplicity": 4, "de_lowest_ev": 0.000, "charge": -1, "e_homo_ev": [-2.75, -3.91]}

=====

Record 4
{"formula": "C15H20BFN2O4", "method": "ωB97M-V/def2-TZVPD", "symbols": ["C", "C", "C", "O", "N", "C", "C", "C", "C", "O", "N", "C", "C", "C", "C", "C", "C", "F", "C", "C", "B", "O", "O", "H", "H", "H", "H", "H", "H", "H", "H", "H", "H", "H", "H", "H", "H", "H", "H", "H", "H", "H", "H"], "xyz": [[-3.121, 1.173, -1.241], [-2.080, 1.980, -1.291], [-1.375, 2.235, -0.033], [-1.950, 2.080, 1.034], [-0.044, 2.622, -0.033], [0.533, 3.047, 1.203], [1.376, 2.042, 1.897], [0.898, 2.290, -1.106], [1.529, 0.989, -0.843], [2.553, 0.882, -0.183], [0.847, -0.090, -1.332], [1.321, -1.454, -1.061], [0.155, -2.371, -0.949], [-0.654, -2.200, 0.325], [-1.101, -0.953, 0.739], [-1.774, -0.772, 1.921], [-2.060, -1.840, 2.698], [-2.882, -1.653, 3.767], [-1.626, -3.104, 2.343], [-1.003, -3.304, 1.101], [2.530, -1.760, -2.051], [2.488, -2.937, -2.768], [3.533, -0.867, -2.209], [-3.383, 0.696, -0.322], [-3.731, 1.002, -2.077], [-1.801, 2.546, -2.164], [1.068, 4.005, 1.082], [-0.349, 3.287, 1.824], [1.454, 2.271, 2.991], [2.391, 2.009, 1.476], [0.896, 1.037, 1.834], [1.751, 3.016, -1.072], [0.409, 2.270, -2.096], [-0.051, 0.050, -1.774], [1.891, -1.486, -0.119], [-0.499, -2.220, -1.806], [0.531, -3.407, -1.070], [-0.838, -0.076, 0.154], [-2.108, 0.209, 2.255], [-1.746, -3.915, 3.052], [-0.721, -4.279, 0.780], [3.281, -2.910, -3.319], [3.461, -0.140, -1.558]], "homo_lumo_gap_ha": 0.34323, "multiplicity": 1, "de_lowest_ev": 0.000, "e_homo_ev": -9.02}

=====

Record 5
{"formula": "C15H20BrF3OReS4Sb", "method": "ωB97M-V/def2-TZVPD", "symbols": ["Re", "C", "C", "C", "C", "C", "C", "C", "Br", "C", "O", "C", "C", "C", "C", "C", "C", "H", "H", "H", "H", "H", "H", "H", "H", "H", "H", "H", "H", "H", "H", "H", "H", "H", "H", "H", "H", "S", "Sb", "S", "S", "S", "F", "C", "F", "F"], "xyz": [[1.967, 1.633, -2.860], [-1.419, 1.261, 3.887], [-2.248, 0.560, 2.794], [-3.516, 1.380, 2.499], [-2.658, -0.824, 3.293], [-1.399, 0.495, 1.539], [-1.001, 1.707, 0.932], [-0.201, 1.623, -0.166], [0.410, 3.129, -1.115], [0.221, 0.387, -0.725], [1.006, 0.457, -1.776], [-0.197, -0.846, -0.160], [-0.989, -0.717, 0.977], [0.127, -2.249, -0.670], [0.845, -3.012, 0.453], [-1.208, -2.938, -0.995], [1.007, -2.311, -1.920], [-2.021, 1.337, 4.792], [-1.129, 2.271, 3.601], [-0.519, 0.697, 4.127], [-4.143, 1.390, 3.389], [-4.094, 0.943, 1.686], [-3.295, 2.416, 2.249], [-3.272, -0.707, 4.183], [-1.797, -1.432, 3.574], [-3.252, -1.367, 2.557], [-1.314, 2.656, 1.336], [-1.320, -1.624, 1.457], [0.236, -3.097, 1.350], [1.785, -2.532, 0.721], [1.066, -4.021, 0.110], [-1.853, -3.014, -0.122], [-1.009, -3.948, -1.347], [-1.750, -2.407, -1.776], [1.996, -1.885, -1.753], [0.538, -1.829, -2.778], [1.147, -3.360, -2.179], [5.986, 3.819, -4.854], [4.018, 3.552, -5.650], [2.552, 0.389, -4.371], [2.403, 3.671, -3.501], [2.599, 3.395, -7.252], [3.383, 1.874, -0.443], [3.673, 1.286, -1.605], [4.792, 1.804, -2.092], [3.847, -0.012, -1.393]], "homo_lumo_gap_ha": [0.19939, 0.19937], "multiplicity": 1, "de_lowest_ev": 0.176, "charge": 2, "e_homo_ev": [-15.09, -15.09]}

=====

Record 6
{"formula": "C15H20BrN2O2PS2", "method": "ωB97M-V/def2-TZVPD", "symbols": ["C", "C", "C", "O", "C", "C", "C", "C", "O", "Br", "C", "C", "C", "C", "C", "C", "P", "S", "C", "N", "S", "N", "C", "H", "H", "H", "H", "H", "H", "H", "H", "H", "H", "H", "H", "H", "H", "H", "H", "H", "H", "H", "H"], "xyz": [[-0.401, 2.849, 1.916], [-0.328, 2.022, 3.205], [-1.317, 0.850, 3.200], [-0.696, -0.425, 3.007], [0.030, -0.592, 1.864], [-0.498, -0.765, 0.607], [-1.994, -0.756, 0.456], [-2.733, -1.769, 1.290], [-3.854, -1.654, 1.586], [-1.797, -3.410, 1.770], [0.365, -0.985, -0.534], [-0.265, -1.213, -1.882], [-0.660, 0.051, -2.664], [0.381, 1.193, -2.650], [-0.888, -0.392, -4.120], [1.738, -1.005, -0.368], [2.945, -1.189, -1.728], [4.333, 0.184, -1.797], [2.305, -0.856, 0.940], [3.592, -0.908, 1.273], [3.638, -0.698, 2.876], [2.093, -0.542, 3.194], [1.437, -0.656, 2.035], [-1.445, 3.024, 1.673], [0.045, 3.829, 2.046], [0.071, 2.319, 1.094], [-0.615, 2.664, 4.033], [0.674, 1.664, 3.412], [-2.120, 1.039, 2.498], [-1.782, 0.783, 4.176], [-2.281, -0.990, -0.561], [-2.419, 0.217, 0.656], [-1.185, -1.765, -1.719], [0.329, -1.875, -2.492], [-1.605, 0.464, -2.318], [0.861, 1.272, -3.620], [-0.096, 2.148, -2.452], [1.175, 1.067, -1.922], [-1.487, -1.299, -4.150], [-1.315, 0.400, -4.722], [0.086, -0.642, -4.537], [3.444, -2.500, -1.641], [2.241, -1.154, -2.932]], "homo_lumo_gap_ha": 0.27394, "multiplicity": 1, "e_homo_ev": -8.46}